No. 1
Molecular formula: C6H6ClN2O5S
Method: DFT, wB97M-V/def2-TZVPD

As for the charge: -1. The value obtained for the HOMO energy is -5.07 eV. As for the multiplicity: 1. The frontier orbital gap comes out at 0.305 Eh.

The geometry in XYZ format:
```
21
C6H6ClN2O5S, DFT wB97M-V/def2-TZVPD
C 2.01110 0.85559 -1.33880
C 0.96507 0.70360 -0.49973
C 2.13417 2.29619 -1.60650
C 0.18118 -0.92034 0.40481
C -0.57457 -1.79131 -0.42856
C -1.80171 -1.04656 2.62835
N 1.00081 2.74864 -1.03720
N -0.23176 -1.98824 -1.75943
O -2.16804 0.51056 0.55741
O 2.87068 2.95814 -2.31326
O -1.36181 -2.59925 0.06688
O -0.39713 1.09088 2.21893
O 0.37169 1.80726 -0.19607
S -1.01441 0.09758 1.34973
Cl 3.27832 -0.30677 -1.67744
H -0.95136 -1.31757 3.14676
H -2.54421 -0.66351 3.34557
H -2.14771 -2.03150 2.20975
H 0.95415 3.59366 -0.53628
H 0.11081 -1.29687 -2.29881
H -0.68526 -2.70019 -2.23613
```

Here are the natural (NBO) charges for atoms 1 to 2, given in e: -0.332 0.371


No. 2
Molecular formula: C6H9N3O
Method: DFT, wB97M-V/def2-TZVPD

The value obtained for the HOMO energy (alpha / beta) is -8.25 / -8.25 eV. As for the multiplicity: 1. The frontier orbital gap (alpha / beta) comes out at 0.280 / 0.279 Eh.

The geometry in XYZ format:
```
19
C6H9N3O, DFT wB97M-V/def2-TZVPD
C -1.18161 0.73184 2.38487
C -1.31692 0.02875 1.25838
C 0.13376 1.67631 0.95636
C -0.50851 0.22425 -0.96174
C -0.03025 1.19681 -2.07314
C 0.77053 -2.25958 -0.08070
N -0.21402 1.70741 2.19808
N -0.53667 0.68864 0.28730
N 1.25119 -1.10091 -0.70404
O 2.02735 -1.21485 -1.60460
H -1.71120 0.34777 3.22689
H -1.90419 -0.82105 1.10378
H 0.98669 2.19316 0.48954
H 0.83140 1.81301 -1.75564
H 0.37120 0.56544 -2.89030
H -0.99568 1.75191 -2.23335
H 1.23017 -2.31433 0.89315
H -0.22570 -2.00166 0.22198
H 1.02244 -3.21289 -0.71681
```

Here are the natural (NBO) charges for atoms 1 to 2, given in e: -0.091 -0.065


No. 3
Molecular formula: C53H65N7O3PSSr
Method: DFT, wB97M-V/def2-TZVPD

As for the charge: +3. The value obtained for the HOMO energy is -14.05 eV. As for the multiplicity: 1. The frontier orbital gap comes out at 0.252 Eh.

The geometry in XYZ format:
```
131
C53H65N7O3PSSr, DFT wB97M-V/def2-TZVPD
Sr -0.28641 0.79575 1.13321
C -3.63236 5.01385 -4.02928
C -3.23158 4.04245 -2.95002
C -3.94762 2.89437 -2.70021
C -3.59246 2.01652 -1.65934
C -4.30481 0.88554 -1.24933
N -5.24208 0.20038 -1.83856
C -5.80308 -1.01072 -1.23179
C -4.76774 -2.10669 -0.94274
C -3.83317 -1.83544 0.24568
N -3.37215 -3.09587 0.80613
C -3.09760 -3.31285 2.06222
C -2.91265 -2.36471 3.09364
C -3.35633 -2.76617 4.37641
C -3.27230 -1.94970 5.47142
C -3.82304 -2.33717 6.81543
C -2.60946 -0.72922 5.29825
C -2.02479 -0.32698 4.10551
C -1.16617 0.84168 4.21563
N -0.30910 1.28525 3.37603
C 0.61102 2.31399 3.84567
C 1.29732 3.08793 2.72005
C 0.34913 4.00406 1.94872
N -0.34452 3.29337 0.89181
C -0.78322 3.97598 -0.09022
C -1.73111 3.49268 -1.07795
C -2.14645 4.32866 -2.10180
C -2.40138 2.23651 -0.87179
O -1.99037 1.36474 -0.05696
C -2.17960 -1.12869 2.91534
O -1.60928 -0.84335 1.81261
H -4.67556 4.87648 -4.30660
H -3.03249 4.87621 -4.93222
H -3.50106 6.04330 -3.69814
H -4.84058 2.69272 -3.28312
H -3.98040 0.50634 -0.28845
H -5.58513 0.48061 -2.74671
H -6.54310 -1.40846 -1.92138
H -6.32006 -0.73749 -0.30929
H -4.17812 -2.29721 -1.84256
H -5.35039 -3.00716 -0.73331
H -4.36608 -1.31902 1.05006
H -2.96991 -1.22945 -0.02953
H -3.33754 -3.88354 0.17048
H -3.06841 -4.36310 2.34320
H -3.83735 -3.73475 4.47109
H -4.30375 -3.31239 6.77759
H -4.55480 -1.60431 7.15673
H -3.02790 -2.37759 7.56204
H -2.49090 -0.09440 6.17105
H -1.21654 1.31401 5.20447
H 1.38783 1.81323 4.43442
H 0.10870 3.01619 4.52105
H 1.77876 2.39229 2.01747
H 2.08205 3.69243 3.17452
H 0.88602 4.87662 1.55482
H -0.40787 4.39073 2.63947
H -0.54626 5.04691 -0.16376
H -1.62593 5.27343 -2.24088
S -1.02554 0.26594 -3.04937
C -0.26779 1.04024 -4.33938
N -0.33104 2.39664 -4.44777
C 0.24581 3.10756 -5.45075
C 0.96891 2.47925 -6.41189
C 1.04630 1.06839 -6.37520
C 0.43864 0.37075 -5.37006
H -0.89126 2.87198 -3.74890
H 0.08350 4.17681 -5.44236
H 1.43140 3.03956 -7.21041
H 1.56834 0.53986 -7.16238
H 0.45340 -0.70804 -5.33765
C 5.53396 -3.53674 0.92497
C 5.12235 -2.47214 0.13860
C 3.84471 -1.95345 0.28970
C 2.95876 -2.50015 1.21592
C 3.38950 -3.55696 2.01909
C 4.66803 -4.07279 1.86816
P 1.23866 -1.84377 1.24647
C 0.85460 -2.32081 2.96652
C 0.20588 -3.48635 3.35375
C 0.09855 -3.81073 4.69995
C 0.62564 -2.96935 5.66671
C 1.27898 -1.80457 5.28785
C 1.39749 -1.48826 3.94457
C 0.38447 -3.04262 0.14624
C -0.49858 -2.52631 -0.80059
C -1.10424 -3.35300 -1.73580
C -0.84163 -4.71544 -1.72820
C 0.03710 -5.24310 -0.78958
C 0.65576 -4.41240 0.13324
H 6.53124 -3.94067 0.81340
H 5.79806 -2.05311 -0.59680
H 3.51735 -1.11185 -0.31389
H 2.74040 -3.97568 2.77603
H 4.98872 -4.90083 2.48660
H -0.18622 -4.16020 2.60241
H -0.37799 -4.73827 4.99292
H 0.55268 -3.22968 6.71479
H 1.72093 -1.16120 6.03878
H 1.95548 -0.60755 3.64012
H -0.69355 -1.46053 -0.80848
H -1.75194 -2.92542 -2.49297
H -1.29617 -5.36108 -2.46872
H 0.26174 -6.30183 -0.79131
H 1.37040 -4.83102 0.82767
C 4.05043 -0.95209 -3.44628
C 2.65466 -1.23596 -2.93417
O 2.10585 -0.04045 -2.36618
H 4.48515 -1.86995 -3.84077
H 4.69315 -0.59089 -2.63963
H 4.02021 -0.21088 -4.24721
H 2.68431 -2.02776 -2.18112
H 2.02040 -1.58031 -3.75452
H 1.13283 -0.13981 -2.37058
N 4.91085 3.82155 -2.12751
C 3.54282 3.86774 -2.73914
C 2.50517 3.66950 -1.62676
N 2.70705 2.44840 -0.87184
C 4.06133 2.36018 -0.35103
C 5.13072 2.50836 -1.43705
H 4.98936 4.56869 -1.43325
H 5.62974 3.99131 -2.83191
H 3.47900 3.05631 -3.46420
H 3.40784 4.82009 -3.25006
H 1.51100 3.65799 -2.07408
H 2.55327 4.52371 -0.93967
H 2.47989 1.62083 -1.42731
H 4.19910 1.40339 0.15113
H 4.20423 3.15409 0.39256
H 5.03615 1.72081 -2.18394
H 6.13387 2.48529 -1.01377
```

Here are the Mulliken charges for atoms 1 to 2, given in e: 3.423 -1.721